Entry 1:
ORCA calculation (ωB97M-V/def2-TZVPD) on 4 unconnected molecules or ions with the total composition C18H45BNO7.

Values from the calculation:
- HOMO-LUMO gap (eV) = 6.818
- ΔE to the lowest compared entry with this formula, charge and spin (eV) = 3.752
- DFT total energy (eV) = -35887.824
- total charge = -1

Structure (XYZ):
```
72
Properties=species:S:1:pos:R:3:forces:R:3
B 1.632 2.908 -4.307 -0.17 -1.24 0.22
C 1.563 1.261 -4.544 0.40 -0.90 -1.47
C 0.049 0.639 -4.478 0.50 0.35 -0.59
C -0.721 0.820 -3.043 -0.93 -1.09 -0.30
C -0.626 -0.537 -2.075 -1.38 1.21 0.58
N 0.671 -1.297 -2.241 -1.10 -2.38 2.28
C 0.799 -2.455 -1.267 -2.82 -2.43 1.32
C 2.362 -2.970 -0.969 -0.53 0.30 -1.40
O -0.219 -3.103 -0.681 5.61 4.17 -3.09
H 1.487 3.064 -3.134 -0.07 0.53 0.93
H 2.653 3.389 -4.685 0.93 0.12 -0.14
H 0.776 3.477 -4.910 -0.89 0.26 -0.46
H 1.938 1.100 -5.666 -0.81 -0.10 2.05
H 2.358 0.684 -3.877 -1.83 0.86 -1.12
H -0.602 1.199 -5.303 1.45 -1.09 1.77
H 0.118 -0.488 -4.854 -0.58 1.95 1.05
H -0.419 1.767 -2.426 -0.18 -1.85 -1.53
H -1.882 0.927 -3.302 2.41 -0.18 0.72
H -0.687 -0.123 -0.958 0.36 -1.17 -2.31
H -1.600 -1.203 -2.204 2.14 1.18 0.07
H 0.776 -1.727 -3.186 0.07 0.82 0.81
H 2.398 -4.139 -1.110 -0.20 2.36 0.67
H 3.077 -2.512 -1.804 -1.59 -0.78 1.96
H 2.706 -2.620 0.094 -0.80 -0.79 -2.10
C 6.876 6.728 -1.522 -0.06 0.24 -0.21
O 6.657 7.127 -2.871 0.08 -0.41 0.34
C 6.611 6.009 -3.764 -0.49 0.42 -0.21
C 5.168 5.656 -4.138 0.09 -0.55 0.43
O 4.443 5.163 -3.009 0.38 0.76 -0.08
C 3.583 6.149 -2.447 -0.01 -0.30 -0.07
H 6.678 7.587 -0.873 0.04 -0.04 -0.18
H 6.214 5.911 -1.225 0.01 -0.01 -0.08
H 7.919 6.423 -1.391 0.03 -0.09 0.10
H 7.129 5.144 -3.335 -0.14 0.05 0.03
H 7.147 6.306 -4.671 -0.01 -0.02 0.00
H 5.186 4.852 -4.882 -0.05 0.04 0.04
H 4.656 6.516 -4.588 0.13 -0.04 0.11
H 2.712 6.289 -3.093 -0.05 0.01 0.03
H 4.096 7.105 -2.306 0.05 0.01 -0.04
H 3.243 5.791 -1.472 0.04 -0.10 -0.19
C -0.336 -5.276 1.736 0.19 -0.12 -0.30
O 0.506 -4.540 2.618 -0.44 0.22 0.14
C -0.037 -3.254 2.934 0.29 -0.31 0.32
C -0.687 -3.250 4.321 -0.21 0.11 -0.49
O -1.852 -4.078 4.353 0.41 -0.29 0.16
C -1.602 -5.339 4.965 -0.16 0.12 -0.16
H 0.012 -6.313 1.714 0.07 0.13 0.13
H -1.379 -5.268 2.064 0.00 0.04 0.05
H -0.265 -4.861 0.726 -0.13 -0.03 0.12
H -0.748 -2.929 2.166 0.04 -0.09 0.10
H 0.800 -2.548 2.936 -0.07 0.03 0.02
H -1.013 -2.230 4.553 0.03 -0.03 -0.02
H 0.032 -3.554 5.094 -0.06 -0.05 -0.15
H -1.519 -5.213 6.049 0.07 -0.08 0.08
H -0.692 -5.807 4.578 -0.03 0.08 0.01
H -2.448 -5.997 4.752 0.03 0.17 0.00
C -4.138 -1.791 4.512 -0.02 -0.20 0.29
O -5.339 -1.304 5.104 -0.04 0.23 -0.53
C -5.968 -0.301 4.301 -0.33 -0.43 0.40
C -7.153 -0.878 3.520 0.46 0.17 -0.34
O -6.720 -1.817 2.534 -0.13 -0.12 0.51
C -6.914 -3.165 2.949 0.13 0.10 -0.17
H -3.832 -2.694 5.048 -0.09 0.21 -0.08
H -4.276 -2.045 3.458 0.00 0.04 0.03
H -3.348 -1.041 4.610 0.06 0.00 -0.10
H -5.245 0.171 3.626 -0.09 -0.13 -0.02
H -6.339 0.468 4.986 -0.03 0.01 -0.06
H -7.652 -0.061 2.986 0.03 -0.02 0.04
H -7.888 -1.331 4.197 0.18 0.01 -0.01
H -7.976 -3.419 2.892 -0.06 -0.09 0.08
H -6.548 -3.335 3.966 -0.03 0.06 -0.05
H -6.361 -3.817 2.268 -0.07 0.18 0.01
```
Positions in Å, forces in eV/Å.

Results of the Mulliken charge analysis, in e, for atoms 1 through 2: B 0.346; C -0.571


Entry 2:
ORCA calculation (ωB97M-V/def2-TZVPD) on 3 unconnected molecules or ions with the total composition C18H45ClNO7P.

Values from the calculation:
- HOMO-LUMO gap (eV) = 8.965
- SMILES = CC[C@H](Cl)[PH3]C[C@@H](O)CN.COCCOCCOC.COCCOCCOC
- DFT total energy (eV) = -57023.359

Structure (XYZ):
```
73
Properties=species:S:1:pos:R:3:forces:R:3
C 0.619 0.680 3.581 -0.11 -0.03 0.05
C -0.353 1.820 3.881 0.13 -0.08 -0.35
C 0.226 3.216 3.737 0.22 0.09 0.04
Cl 1.274 3.390 2.285 0.00 0.00 -0.08
P 1.290 3.788 5.277 0.06 0.05 0.06
C 2.297 4.296 6.795 -0.24 -0.17 -0.04
C 3.140 3.192 7.427 0.12 0.16 -0.03
O 2.293 2.159 7.929 -0.02 0.13 0.22
C 4.214 2.580 6.526 0.09 0.02 -0.06
N 5.072 3.534 5.828 0.00 -0.10 -0.01
H 1.597 0.846 4.037 0.05 0.00 0.00
H 0.222 -0.259 3.965 0.01 -0.03 0.02
H 0.756 0.555 2.509 0.11 0.03 0.01
H -1.220 1.726 3.224 -0.10 -0.09 0.10
H -0.706 1.718 4.911 -0.15 0.10 0.04
H -0.560 3.950 3.563 -0.12 0.00 0.22
H 0.892 5.126 5.054 0.01 0.03 -0.05
H 2.452 3.345 4.584 -0.01 -0.02 -0.03
H 0.448 2.986 6.098 -0.08 -0.05 0.00
H 1.574 4.612 7.554 -0.02 0.08 0.00
H 2.896 5.174 6.545 0.12 0.00 -0.05
H 3.649 3.607 8.303 -0.01 0.02 0.05
H 2.318 1.415 7.327 -0.01 -0.23 -0.15
H 3.731 1.930 5.789 -0.01 -0.01 -0.04
H 4.831 1.927 7.147 -0.03 -0.06 0.07
H 4.875 3.557 4.839 -0.05 0.05 -0.08
H 4.962 4.475 6.177 0.03 0.05 0.09
C -1.324 -3.726 -2.176 0.06 -0.02 -0.07
O -0.020 -3.653 -1.637 -0.09 0.01 0.25
C 0.535 -2.354 -1.576 0.04 -0.02 -0.21
C 1.149 -2.039 -0.230 0.16 0.05 0.00
O 0.233 -1.919 0.842 -0.03 0.16 0.07
C -0.393 -3.077 1.359 -0.13 -0.01 0.02
C 0.504 -4.008 2.144 -0.01 -0.16 0.14
O 1.448 -4.676 1.331 0.03 0.19 -0.19
C 2.771 -4.685 1.819 -0.04 -0.09 0.02
H -1.297 -3.829 -3.265 -0.05 0.05 -0.01
H -1.813 -4.603 -1.753 0.05 -0.04 -0.03
H -1.915 -2.843 -1.917 -0.01 0.01 -0.01
H -0.222 -1.599 -1.815 -0.04 -0.01 0.03
H 1.334 -2.276 -2.325 -0.01 0.09 -0.02
H 1.589 -1.042 -0.322 0.04 -0.02 0.00
H 1.960 -2.732 0.005 -0.13 -0.13 -0.03
H -0.943 -3.621 0.588 0.16 -0.05 -0.05
H -1.125 -2.689 2.073 -0.04 -0.03 -0.03
H -0.143 -4.755 2.623 0.01 0.04 0.09
H 1.006 -3.442 2.936 0.04 0.03 -0.03
H 3.029 -3.738 2.302 0.00 0.02 0.00
H 3.437 -4.832 0.969 -0.02 -0.04 0.00
H 2.928 -5.503 2.531 0.02 0.03 0.05
C -5.994 0.385 -6.384 -0.04 -0.08 -0.03
O -4.846 -0.391 -6.643 0.20 0.16 0.14
C -4.315 -0.277 -7.949 -0.15 -0.10 -0.08
C -2.819 -0.056 -7.953 0.10 -0.12 -0.07
O -2.394 1.197 -7.455 0.05 0.12 -0.10
C -2.388 1.420 -6.058 -0.10 0.09 0.08
C -1.258 0.758 -5.302 0.09 0.01 0.19
O -1.384 -0.651 -5.261 -0.13 -0.03 -0.28
C -0.211 -1.377 -5.553 -0.02 -0.03 0.15
H -6.906 -0.129 -6.706 -0.02 0.04 -0.04
H -6.048 0.549 -5.308 -0.01 -0.05 0.00
H -5.942 1.359 -6.880 0.01 0.01 0.00
H -4.802 0.537 -8.495 0.00 0.05 0.05
H -4.510 -1.210 -8.494 -0.03 0.04 -0.07
H -2.515 -0.048 -9.004 0.03 -0.05 0.01
H -2.300 -0.885 -7.467 -0.10 0.04 0.14
H -3.352 1.179 -5.604 0.04 -0.16 -0.03
H -2.233 2.498 -5.955 -0.05 0.00 0.04
H -1.280 1.147 -4.276 0.08 0.05 -0.01
H -0.302 1.049 -5.751 0.00 -0.04 -0.05
H 0.400 -0.880 -6.312 -0.01 0.02 0.00
H -0.509 -2.353 -5.936 -0.01 -0.01 0.05
H 0.391 -1.527 -4.650 0.08 0.02 -0.04
```
Positions in Å, forces in eV/Å.

Results of the Mulliken charge analysis, in e, for atoms 1 through 2: C -0.817; C -0.658


Entry 3:
ORCA calculation (ωB97M-V/def2-TZVPD) on a molecular structure, C18H45F2N4O10S2Sn.

Values from the calculation:
- HOMO-LUMO gap (eV) = 5.199
- DFT total energy (eV) = -78726.857
- total charge = +1

Structure (XYZ):
```
82
Properties=species:S:1:pos:R:3:forces:R:3
Sn -0.155 0.320 0.264 5.64 6.53 -10.04
N -0.948 -0.617 1.562 -7.97 3.73 13.28
S -1.175 -1.826 2.450 -1.01 -9.10 9.69
O -2.439 -2.551 2.213 2.67 1.53 0.13
O -0.519 -1.866 3.790 -4.89 -0.16 -1.95
F -0.035 -2.706 1.740 -2.88 -0.08 6.71
S -2.099 0.373 2.422 -4.07 2.42 -0.58
O -1.793 0.941 3.680 -1.80 -0.68 1.19
O -3.478 0.258 1.986 2.27 -1.51 2.49
F -1.631 1.569 1.496 0.09 -0.04 3.14
C 1.754 -1.295 3.177 2.22 -1.77 -0.65
O 1.562 -1.218 1.757 2.85 -13.99 -3.31
C 2.575 -1.529 0.846 0.39 -1.64 1.30
C 2.186 -1.575 -0.606 3.02 0.20 0.06
N 1.843 -0.236 -1.120 -2.18 -3.90 -1.49
C 1.227 -0.456 -2.464 0.26 2.35 -0.25
C 0.590 0.831 -2.939 -0.84 -1.16 -0.51
O -0.624 1.001 -2.169 -0.24 1.38 -1.45
C -1.536 1.989 -2.806 0.05 -1.56 -0.70
H 2.035 -2.321 3.411 0.53 0.08 0.27
H 0.789 -1.116 3.651 2.28 -0.36 -0.35
H 2.447 -0.505 3.470 0.74 -0.85 0.26
H 2.902 -2.511 1.187 1.19 -0.24 -0.60
H 3.304 -0.726 0.956 0.98 -1.73 -0.40
H 1.616 -2.465 -0.875 0.75 2.04 0.59
H 3.117 -1.814 -1.121 0.60 -0.39 0.16
H 2.631 0.376 -1.276 0.49 -0.80 0.20
H 0.391 -1.148 -2.560 0.47 0.09 0.66
H 1.978 -0.695 -3.217 0.20 -0.46 0.02
H 0.346 0.608 -3.978 -0.28 0.45 -0.27
H 1.264 1.688 -2.922 -0.03 -0.12 -0.15
H -1.282 3.048 -2.767 0.67 -0.14 0.11
H -2.554 1.955 -2.418 0.41 -0.63 0.26
H -1.516 1.617 -3.830 -0.50 0.62 -0.27
C 0.539 0.788 3.203 -0.11 1.18 0.40
O 1.264 0.345 1.986 -2.42 18.99 4.86
C 2.448 1.170 1.796 -0.51 0.75 -0.94
C 2.180 2.365 0.813 -1.07 -0.05 1.68
N 1.475 1.941 -0.381 1.48 2.09 -1.12
C 0.802 3.009 -1.116 1.09 1.11 -0.24
C -0.106 3.834 -0.335 -2.51 1.09 1.08
O -1.225 3.054 0.157 1.70 1.95 -1.10
C -2.272 3.803 0.762 0.31 0.83 -0.18
H 1.071 0.666 4.146 0.65 -0.13 -0.43
H -0.282 0.071 3.217 2.40 1.49 1.07
H 0.152 1.796 3.355 -0.01 0.45 -1.17
H 3.134 0.448 1.354 0.23 1.66 0.79
H 2.708 1.506 2.800 0.67 0.24 -0.38
H 3.057 2.926 0.491 0.23 0.20 0.78
H 1.452 2.958 1.365 0.47 0.57 0.16
H 2.262 1.859 -1.009 0.06 -0.66 -0.27
H 0.319 2.679 -2.036 0.22 0.23 1.38
H 1.588 3.641 -1.529 0.12 0.79 0.21
H -0.480 4.605 -1.009 -0.14 0.32 -0.06
H 0.273 4.346 0.550 0.60 0.11 -0.21
H -2.958 3.007 1.049 0.72 2.74 2.95
H -2.783 4.278 -0.076 -0.15 0.95 0.35
H -2.083 4.430 1.633 0.71 0.23 -0.27
C -3.556 1.592 -0.118 -0.35 -0.83 -0.96
O -2.514 0.612 -0.285 0.18 -0.92 -0.86
C -2.994 -0.717 -0.476 -4.29 0.67 -0.24
C -2.117 -1.828 -0.874 1.70 0.91 -1.81
N -0.887 -1.727 -0.131 2.79 -7.04 -4.95
C -0.085 -3.051 -0.164 -0.33 -2.46 -3.73
C 0.385 -3.468 -1.607 -1.15 0.92 -0.62
O 1.500 -4.323 -1.659 0.13 0.06 1.62
C 2.138 -4.638 -2.903 -2.22 -0.11 0.47
H -4.086 1.690 -1.066 -0.37 -0.03 0.17
H -3.098 2.523 0.215 -1.11 -2.99 -3.75
H -4.171 1.402 0.761 -0.69 -0.40 -1.01
H -3.668 -0.534 -1.313 -0.67 -0.80 -0.02
H -3.579 -0.998 0.400 -0.09 0.01 -0.24
H -1.933 -1.604 -1.924 0.79 -0.11 -0.34
H -2.525 -2.836 -0.955 -0.61 0.13 0.96
H -1.033 -1.637 0.865 -1.34 -2.28 -6.19
H -0.726 -3.791 0.314 -0.28 -0.39 -0.96
H 0.753 -3.080 0.532 0.53 -0.12 -2.71
H 0.700 -2.485 -1.958 -0.64 -1.08 -1.01
H -0.448 -3.790 -2.231 -0.11 -0.40 -0.09
H 2.199 -3.787 -3.581 0.86 0.39 0.30
H 1.403 -5.261 -3.413 0.41 -0.69 -0.31
H 3.034 -5.181 -2.600 0.03 0.34 -0.60
```
Positions in Å, forces in eV/Å.

Results of the Mulliken charge analysis, in e, for atoms 1 through 2: Sn 1.595; N -0.464